No. 1
Computed, not measured: C8H12O10Rb5S as an isolated structure, with ωB97M-V with the def2-TZVPD basis set.

CARTESIAN COORDINATES (ANGSTROEM)
Rb -5.27428 0.29174 -0.11909
Rb -1.70246 -0.32490 5.48060
Rb -3.68120 2.50952 3.37845
Rb -2.82337 4.00699 0.06572
Rb -1.79457 -3.21102 1.73334
S -2.01892 0.09948 1.36528
O -1.18389 2.92010 -3.87114
O 5.17223 0.70402 1.80330
O 3.18207 -0.13981 2.70116
O -0.76579 -0.60380 1.09749
O -3.44700 3.21365 -3.67791
O -3.07728 -0.77693 0.91990
O -2.16183 0.45709 2.75857
O 3.89836 -0.85955 0.82828
O -2.06582 1.36900 0.66380
O -2.25571 1.70393 -2.42703
C -0.33941 1.94402 -3.56344
C 2.36191 -1.23397 2.47659
C 4.13313 0.01957 1.76485
C 2.63331 -1.53411 1.08938
C -0.90628 1.27372 -2.31138
C 2.88374 -3.05313 0.75790
C -0.78945 -0.26280 -2.26004
C -2.43675 2.64046 -3.35708
H 1.88120 -1.14782 0.40147
H -1.67235 -0.74817 -1.84411
H -0.47015 -0.72501 -3.19412
H 0.01836 -0.50303 -1.56878
H 2.62301 -2.11976 3.05564
H 2.31911 -3.68500 1.44349
H -0.49941 1.82491 -1.46359
H 3.92187 -3.35517 0.89635
H -0.10093 1.19826 -4.32177
H 0.63127 2.33394 -3.25708
H 1.34020 -1.02404 2.79303
H 2.46715 -3.20249 -0.23821

Cartesian forces (eV/Å) of the 3 atoms listed first:
-0.13 0.06 -0.31
0.13 0.11 -0.06
-0.32 0.34 0.28

Calculated values
**Charge**: +2
**<S²>**: 0.75
**E_HOMO (alpha / beta)**: -9.170 / -14.172 eV
**Multiplicity**: 2
**Calculated total energy**: -43066.343 eV



No. 2
Computed, not measured: a 2-piece molecular cluster, C8H12O2 overall, with ωB97M-V with the def2-TZVPD basis set.

CARTESIAN COORDINATES (ANGSTROEM)
O -2.20564 -1.56200 1.62748
O 3.31608 -0.53418 -0.25440
C 0.58252 1.73602 -0.17811
C -1.77331 1.46389 -0.94121
C 2.18509 0.07858 -0.57569
C -0.06097 -0.38276 -1.34695
C 1.24652 -0.76281 -1.27375
C 1.85087 1.31121 0.01279
C -3.21982 -1.68264 2.61746
C -0.38504 0.90011 -0.75886
H -0.87392 -0.82897 -1.88509
H -4.25205 -1.84558 2.14999
H -2.03230 2.09638 -0.08165
H -2.30223 -0.83532 1.00902
H 2.60845 1.95647 0.44314
H -1.84326 2.12345 -1.83520
H 0.20651 2.68003 0.14025
H -2.64505 0.81152 -0.95439
H -2.85229 -2.51806 3.22747
H 1.69911 -1.67637 -1.61972
H -3.24449 -0.76652 3.20701
H 4.11553 -0.00012 -0.42147

Cartesian forces (eV/Å) of the 3 atoms listed first:
0.79 -0.37 -0.55
0.48 0.21 -1.29
-0.30 -0.18 0.35

Calculated values
**Charge**: +1
**<S²>**: 0.77
**E_HOMO (alpha / beta)**: -12.992 / -12.990 eV
**Multiplicity**: 2
**Calculated total energy**: -12576.278 eV



In order of appearance, largest force on an atom = 4.961 2.216 eV/Å.